Here is C24H62MnN3O15S4 as an isolated structure at a distorted geometry from the OMol25 dataset. Energies are from the ωB97M-V functional and the def2-TZVPD basis.

Calculated values
Expectation value of S² = 8.75
ΔE to the lowest compared entry with this formula, charge and spin = 0.0 kcal per mole
Multiplicity = 6
Energy = -135727.8769 eV
Max |F| = 1.53 eV/A
LUMO (alpha / beta) = -3.87 / -4.37 eV
Total charge = +1

Each line ends with the Löwdin spin population.
Positions of all 109 atoms, in Å:
H1 -2.554 -4.817 2.687  0.00
H2 -6.512 -1.832 -0.761  0.00
H3 -0.488 -0.550 -4.813  0.00
C1 -3.112 -3.891 2.830  0.00
H4 4.800 0.684 -0.360  0.00
H5 0.338 -5.076 -2.865  0.00
S1 0.726 1.951 4.830  0.00
H6 -4.083 -4.119 3.266  0.00
C2 5.379 2.420 0.812  0.00
C3 -2.753 5.233 2.665  0.00
H7 1.130 -1.484 -2.364  0.00
H8 3.754 3.380 -4.046  0.00
H9 0.869 0.271 3.186  0.00
H10 3.219 5.345 2.952  0.00
H11 -1.451 -2.920 -5.601  0.00
H12 -5.314 -1.319 0.505  0.00
C4 -0.095 -1.331 -4.160  0.01
C5 3.020 -3.654 -0.482  0.00
H13 3.477 -1.868 -1.651  0.00
C6 0.710 1.345 3.174  0.00
C7 -3.238 -3.166 1.510  0.00
H14 1.177 3.316 0.173  0.00
C8 -5.860 -2.141 0.049  0.00
H15 -3.948 -2.971 -3.827  0.00
H16 2.258 2.444 -2.466  0.00
H17 1.484 1.845 2.599  0.00
C9 0.119 -4.271 -3.563  0.00
O1 -1.427 -0.228 1.396  0.01
O2 -1.135 -1.140 -0.539  0.06
H18 -2.573 -3.261 3.538  0.00
H19 6.307 1.944 1.129  0.00
O3 1.449 -5.456 0.967  0.00
H20 0.676 2.137 -1.112  0.00
O4 -3.610 -2.540 -1.282  0.05
H21 4.328 4.074 -2.516  0.00
H22 4.675 2.334 1.644  0.00
H23 -3.240 4.489 4.628  0.00
O5 1.772 1.319 5.562  0.00
C10 0.770 -0.734 -3.071  0.00
C11 2.493 1.606 -0.084  0.00
O6 -0.566 -4.395 0.015  0.00
C12 -2.412 4.475 3.919  0.00
H24 -0.263 1.596 2.762  0.00
H25 3.281 -4.374 -1.255  0.00
C13 -2.092 -2.465 -4.844  0.01
H26 0.244 0.035 -2.500  0.00
H27 5.545 3.484 0.645  0.00
O7 -4.727 3.621 -0.051  0.00
H28 -0.348 -2.998 -1.953  0.00
O8 1.069 3.477 4.612  0.00
H29 0.348 -3.754 2.796  0.00
H30 1.743 -2.866 2.157  0.00
H31 -3.113 6.223 2.956  0.00
H32 4.748 -2.385 -0.505  0.00
H33 1.041 -3.791 -3.885  0.00
H34 -3.821 -3.540 -5.471  0.00
H35 3.452 1.168 -2.627  0.00
H36 -2.248 -3.029 1.074  0.00
H37 -1.300 3.630 0.644  0.00
H38 2.819 1.531 0.957  0.00
S2 -3.573 4.303 0.414  0.00
H39 0.498 -1.992 -4.797  0.00
C14 2.426 3.825 4.244  0.00
O9 -4.057 -3.955 0.622  0.00
H40 -6.382 -2.734 0.797  0.00
H41 -3.614 -2.148 1.661  0.00
H42 0.418 1.777 0.532  0.00
N1 -1.813 -0.440 0.282  0.00
Mn1 -2.491 -1.093 -2.199  4.76
N2 -1.255 -2.115 -3.645  0.02
H43 3.057 2.938 4.217  0.00
C15 4.836 1.784 -0.459  0.00
H44 5.546 1.972 -1.263  0.00
H45 -0.327 -4.743 -4.444  0.00
H46 -2.087 3.444 3.788  0.00
H47 -2.196 2.644 -0.503  0.00
C16 -2.250 3.131 0.468  0.00
H48 -2.534 -1.536 -5.205  0.00
C17 3.302 2.206 -2.263  0.00
H49 3.269 -1.598 0.056  0.00
O10 -3.824 4.579 1.946  0.00
H50 3.364 -4.088 0.458  0.00
C18 0.722 -3.171 1.951  0.00
C19 4.185 3.147 -3.075  0.00
H51 0.011 -2.375 1.747  0.00
O11 1.581 -3.494 -0.479  0.00
H52 1.484 5.092 2.783  0.00
H53 -1.894 5.474 2.037  0.00
H54 -2.957 -4.396 -4.217  0.00
H55 1.672 -0.307 -3.508  0.00
C20 3.676 -2.306 -0.671  0.00
S3 0.726 -4.293 0.595  0.00
H56 -1.610 5.000 4.446  0.00
O12 -0.605 1.905 5.304  0.00
C21 -3.251 -3.404 -4.551  0.00
H57 2.406 0.549 -0.415  0.00
N3 3.521 2.310 -0.828  0.00
H58 5.187 2.745 -3.234  0.00
O13 -3.121 5.505 -0.196  0.00
S4 -4.685 -3.288 -0.622  0.01
H59 2.815 4.462 5.036  0.00
H60 -1.708 -3.885 -2.561  0.00
H61 -2.479 2.430 1.267  0.00
C22 1.136 2.271 -0.130  0.00
C23 -0.836 -3.312 -2.871  0.01
O14 -5.327 -4.303 -1.352  0.00
H62 2.594 3.919 2.072  0.00
C24 2.441 4.587 2.920  0.00
O15 -2.931 -0.032 -0.137  0.02

---

Here is a 8-piece molecular cluster, C24H62N14O10 overall at a distorted geometry from the OMol25 dataset. Energies are from the ωB97M-V functional and the def2-TZVPD basis.

Calculated values
Energy = -67232.8348 eV
Max |F| = 5.09 eV/A
LUMO = 0.46 eV
Total charge = 0

Each line ends with the Löwdin charge.
Positions of all 110 atoms, in Å:
O1 -10.693 -1.876 0.109  0.01
N1 -12.094 -0.656 -1.186  0.14
H1 -2.223 -2.690 4.871  0.05
N2 -1.066 -3.739 6.559  0.15
C1 -1.625 3.108 -2.253  -0.20
N3 -2.514 -1.969 4.237  0.16
H2 10.249 -2.708 1.593  0.11
C2 1.996 4.344 -0.981  -0.19
H3 3.460 4.765 -2.726  0.14
C3 0.755 5.131 -1.685  -0.21
N4 15.555 -2.434 -0.437  0.15
H4 5.681 1.004 -0.347  0.10
H5 -1.822 -1.514 3.664  0.09
H6 -7.700 -2.485 -3.183  0.10
H7 2.493 5.126 -0.291  0.12
H8 -6.996 -0.772 1.880  0.10
H9 5.060 1.810 -3.968  0.13
N5 -9.927 0.005 -0.888  0.17
N6 -9.250 -2.345 -5.974  0.14
H10 -5.786 0.626 1.504  0.09
H11 11.021 -4.039 0.793  0.10
H12 -0.794 6.170 -0.475  0.11
H13 -0.921 -2.743 6.480  0.09
O2 0.293 -1.199 4.663  0.00
H14 13.629 -0.817 -0.364  0.10
N7 -1.355 -5.595 7.861  0.15
N8 10.209 -3.457 -1.508  0.16
H15 -5.384 -1.118 0.981  0.09
N9 13.371 -1.784 -0.281  0.16
C4 -8.510 -1.879 -4.937  -0.70
H16 -0.660 3.071 -2.857  0.09
H17 -9.017 -0.144 -0.477  0.07
C5 -6.232 -0.370 1.139  -0.11
H18 -5.654 -1.927 4.818  0.11
H19 6.809 0.263 -3.266  0.12
H20 -4.084 2.642 -1.438  0.09
H21 -10.071 0.807 -1.475  0.10
O3 5.515 2.804 -2.174  -0.09
H22 7.471 0.781 -0.975  0.11
H23 -12.836 -1.311 -1.002  0.10
H24 5.219 -0.616 -2.699  0.11
C6 5.919 0.284 -2.538  -0.17
H25 -1.131 -4.290 5.721  0.10
H26 0.577 4.808 -2.764  0.10
N10 -4.689 -2.204 4.893  0.15
O4 4.591 3.355 -0.095  0.06
H27 -6.576 -0.037 -2.772  0.10
C7 -10.890 -0.905 -0.608  -0.71
C8 -4.264 2.753 -2.565  -0.21
H28 -2.673 2.249 -4.142  0.10
H29 1.644 3.494 -0.306  0.12
H30 -2.959 4.051 -3.819  0.10
H31 2.635 -0.867 5.397  0.11
H32 2.684 3.102 -2.719  0.11
C9 -3.798 -1.559 4.098  -0.69
C10 -0.539 5.072 -0.736  -0.21
H33 -9.466 -1.695 -6.712  0.10
H34 1.108 6.231 -1.740  0.11
C11 4.460 3.344 -1.349  -0.36
O5 -6.929 -0.061 -0.124  -0.26
H35 7.328 -1.227 0.252  0.05
H36 3.964 1.346 -2.474  0.13
O6 -1.079 -3.563 8.814  0.03
C12 -1.855 4.458 -1.416  -0.21
H37 10.779 -4.285 -1.500  0.10
H38 -1.426 -6.181 7.049  0.09
N11 0.000 0.936 5.353  0.16
H39 -0.339 4.574 0.288  0.11
C13 -1.161 -4.253 7.811  -0.70
H40 -2.568 4.180 -0.548  0.11
C14 3.122 3.908 -2.037  -0.11
O7 13.916 -3.977 -0.194  0.01
C15 -6.034 0.866 -0.793  -0.25
H41 -4.439 -2.929 5.540  0.09
H42 -7.249 1.654 -2.568  0.11
C16 0.750 -0.174 5.151  -0.68
C17 -5.052 1.520 -3.217  -0.21
C18 -2.853 3.024 -3.325  -0.21
O8 9.215 -1.731 -0.435  0.00
H43 0.356 1.786 5.752  0.10
H44 -1.431 -6.015 8.773  0.11
H45 -1.732 2.155 -1.609  0.12
N12 10.446 -3.216 0.746  0.16
C19 9.911 -2.735 -0.401  -0.70
H46 12.397 -2.024 -0.179  0.07
H47 -8.565 -3.745 -4.001  0.10
H48 -12.277 0.133 -1.778  0.09
H49 16.244 -3.167 -0.454  0.11
O9 -8.112 -0.725 -4.877  0.01
C20 6.364 -1.117 -0.365  -0.14
H50 2.440 0.769 5.933  0.10
H51 9.831 -3.133 -2.383  0.11
H52 -4.938 0.532 -0.678  0.13
H53 6.287 -1.898 -1.194  0.07
H54 5.458 -1.166 0.351  0.07
H55 -0.969 0.891 5.083  0.11
C21 6.394 0.389 -1.001  -0.22
C22 -6.320 1.013 -2.362  -0.18
H56 15.856 -1.480 -0.523  0.09
H57 -2.439 5.192 -2.073  0.11
C23 14.259 -2.807 -0.298  -0.70
C24 5.028 1.603 -2.844  -0.20
H58 -4.319 0.649 -3.357  0.11
H59 -4.920 3.682 -2.702  0.11
H60 -6.177 1.902 -0.326  0.13
H61 -5.451 1.813 -4.247  0.12
O10 -4.128 -0.677 3.317  0.01
N13 -8.247 -2.793 -3.971  0.16
H62 -9.586 -3.288 -6.042  0.09
N14 2.046 -0.062 5.531  0.16

---

Here is C24H62N2O13Sr as an isolated structure at a distorted geometry from the OMol25 dataset. Energies are from the ωB97M-V functional and the def2-TZVPD basis.

Calculated values
Energy = -56316.9289 eV
Max |F| = 4.74 eV/A
LUMO = -3.96 eV
Total charge = 0

Each line ends with the Löwdin charge.
Positions of all 102 atoms, in Å:
H1 13.897 14.222 -23.120  0.08
H2 7.289 14.017 -22.635  0.08
N1 13.267 13.509 -20.595  -0.14
H3 5.894 4.743 -25.030  0.07
H4 12.422 3.471 -26.724  0.12
H5 12.014 1.274 -25.898  0.11
C1 14.657 12.085 -22.015  -0.15
O1 4.845 8.490 -22.165  -0.06
H6 3.638 10.995 -18.602  0.03
H7 11.546 13.927 -20.369  0.09
H8 7.234 9.589 -21.890  0.06
Sr1 0.930 8.852 -24.150  1.65
C2 12.595 4.498 -24.872  -0.44
H9 12.076 11.038 -20.829  0.06
H10 12.986 11.141 -18.778  0.06
H11 13.458 12.067 -17.457  0.08
H12 13.184 12.881 -24.002  0.08
H13 6.803 15.357 -21.559  0.07
H14 10.507 4.772 -25.658  0.08
H15 1.682 13.153 -24.118  0.05
O2 0.881 12.656 -24.284  -0.07
H16 5.423 5.104 -26.761  0.06
C3 7.006 9.275 -22.909  -0.01
C4 15.335 12.427 -19.509  -0.10
H17 7.540 8.344 -23.095  0.07
H18 1.771 11.033 -27.620  0.03
H19 13.861 2.513 -21.741  0.08
H20 6.639 13.395 -20.072  0.07
C5 13.020 12.180 -18.448  -0.05
C6 13.095 13.485 -23.099  -0.05
C7 12.753 3.214 -25.718  -0.16
H21 14.783 10.561 -20.480  0.10
H22 5.823 10.385 -26.609  0.02
H23 16.121 13.182 -19.525  0.11
O3 6.930 7.456 -18.236  -0.13
O4 2.135 10.151 -27.539  -0.06
H24 9.944 2.449 -22.102  0.09
O5 3.949 11.788 -18.166  -0.06
C8 11.307 5.312 -25.152  -0.03
H25 10.810 2.444 -25.348  0.11
O6 2.991 5.471 -25.682  -0.13
H26 3.021 10.224 -27.893  0.04
C9 10.513 3.323 -22.420  -0.03
H27 11.192 12.125 -21.499  0.07
H28 11.885 11.015 -22.690  0.09
H29 3.464 3.908 -22.244  0.02
C10 5.292 4.458 -25.893  -0.02
H30 11.324 1.066 -23.451  0.11
C11 11.844 2.120 -25.232  -0.20
C12 5.433 9.223 -22.922  -0.81
H31 5.645 14.036 -21.732  0.08
H32 8.216 7.815 -16.603  0.07
C13 6.705 14.289 -21.757  -0.19
H33 6.569 11.581 -27.161  0.03
H34 12.395 1.702 -21.102  0.08
H35 5.569 3.478 -26.281  0.06
H36 15.531 11.845 -18.608  0.11
H37 14.796 4.864 -25.260  0.07
H38 7.242 10.123 -23.552  0.05
H39 10.909 5.860 -24.298  0.07
H40 12.584 3.445 -20.784  0.07
H41 3.932 11.572 -17.234  0.03
H42 14.616 15.186 -18.962  0.08
H43 11.949 5.362 -22.311  0.07
H44 10.026 3.844 -23.245  0.07
O7 6.175 10.749 -27.421  -0.06
H45 13.113 1.417 -23.698  0.11
H46 11.523 6.157 -25.806  0.07
H47 7.363 9.268 -17.143  0.07
H48 6.469 7.964 -18.907  0.06
H49 13.214 14.909 -18.188  0.08
H50 14.763 11.270 -22.732  0.12
C14 13.926 13.146 -19.289  -0.45
O8 3.253 3.442 -25.244  -0.03
O9 3.647 4.160 -21.338  -0.05
C15 3.771 4.491 -25.584  -0.81
O10 4.881 10.076 -23.690  -0.15
O11 7.313 13.637 -20.711  -0.12
C16 15.296 11.485 -20.745  -0.18
N2 12.753 4.212 -23.378  -0.14
C17 11.986 3.028 -22.785  -0.45
H51 11.971 12.471 -18.399  0.08
O12 12.305 14.482 -20.564  0.01
H52 8.643 8.549 -18.136  0.07
C18 7.807 8.329 -17.473  -0.14
C19 14.133 14.372 -18.422  -0.06
H53 10.397 4.076 -21.641  0.07
O13 12.853 5.370 -22.634  -0.01
C20 13.844 5.395 -25.271  -0.04
H54 13.795 5.699 -26.317  0.07
C21 12.810 2.636 -21.479  -0.03
H55 3.748 5.111 -21.370  0.02
C22 12.088 1.782 -23.756  -0.12
C23 12.091 11.575 -21.778  -0.01
H56 12.218 14.128 -23.171  0.07
H57 13.775 2.837 -25.757  0.12
H58 0.214 13.323 -24.446  0.04
C24 13.217 12.635 -21.802  -0.47
H59 15.375 12.856 -22.295  0.11
H60 13.791 6.295 -24.659  0.07
H61 14.719 14.217 -17.516  0.09
H62 16.250 11.077 -21.081  0.10

---

Here is a 6-piece molecular cluster, C24H63ClN5O11 overall at a distorted geometry from the OMol25 dataset. Energies are from the ωB97M-V functional and the def2-TZVPD basis.

Calculated values
ΔE to the lowest compared entry with this formula, charge and spin = 143.6 kcal per mole
Energy = -68389.6403 eV
Max |F| = 4.90 eV/A
LUMO = 2.17 eV
Total charge = -1

Each line ends with the Löwdin charge.
Positions of all 104 atoms, in Å:
C1 -20.662 -24.952 -2.996  -0.17
C2 -26.391 -27.726 -9.470  -0.44
H1 -19.127 -26.150 -19.842  0.09
H2 -24.828 -28.731 -8.459  0.08
H3 -18.989 -29.022 -17.572  0.12
H4 -22.553 -13.742 -6.050  0.12
H5 -24.114 -13.378 -8.749  0.11
O1 -21.915 -21.520 -9.144  -0.44
O2 -28.701 -28.404 -9.739  -0.18
H6 -24.906 -17.932 -15.342  0.08
H7 -28.367 -16.195 -10.353  0.07
H8 -21.374 -24.086 0.892  0.12
H9 -19.747 -25.410 -18.386  0.09
H10 -20.021 -24.122 -3.292  0.11
H11 -23.538 -15.702 -4.947  0.08
H12 -26.911 -26.099 -8.931  0.05
H13 -25.127 -15.542 -4.805  0.07
C3 -27.997 -17.215 -10.253  -0.06
N1 -20.949 -24.890 -1.521  -0.08
N2 -27.578 -19.358 -11.309  0.03
H14 -27.832 -28.047 -7.845  0.12
H15 -28.544 -17.912 -9.618  0.07
H16 -21.230 -29.287 -3.505  0.09
H17 -22.226 -22.454 0.223  0.11
O3 -23.359 -24.177 0.663  -0.18
O4 -24.475 -14.434 -6.418  -0.20
H18 -21.271 -26.665 -17.095  0.05
H19 -20.289 -11.352 -9.278  0.12
H20 -20.823 -30.206 -17.722  0.08
H21 -21.556 -24.906 -3.618  0.11
C4 -24.403 -15.672 -5.610  -0.08
O5 -21.283 -22.197 -11.253  -0.40
H22 -25.299 -27.279 -7.637  0.09
C5 -19.484 -28.082 -17.331  -0.18
O6 -19.659 -21.893 -9.512  -0.38
C6 -22.166 -12.092 -9.939  -0.15
H23 -19.893 -28.500 -4.490  0.09
O7 -20.990 -27.293 -3.243  -0.20
C7 -29.848 -29.081 -9.222  -0.10
H24 -26.179 -28.378 -10.318  0.13
H25 -22.570 -23.775 -1.908  0.12
H26 -20.375 -9.133 -10.774  0.07
H27 -23.579 -12.199 -7.590  0.11
H28 -22.794 -11.218 -9.770  0.11
C8 -19.952 -26.319 -3.288  -0.22
H29 -26.955 -17.099 -9.955  0.07
C9 -20.896 -9.768 -11.490  -0.04
C10 -25.150 -17.548 -14.351  -0.10
H30 -24.369 -27.221 -9.188  0.09
Cl1 -20.828 -21.383 -10.144  0.61
H31 -18.907 -27.491 -16.620  0.12
H32 -19.744 -28.924 -2.776  0.08
H33 -21.748 -13.982 -8.849  0.10
C11 -23.304 -13.145 -8.057  -0.23
C12 -21.713 -23.675 -1.242  -0.21
H34 -22.744 -24.481 2.662  0.08
H35 -27.371 -29.464 -8.619  0.12
C13 -19.188 -26.267 -18.760  -0.14
H36 -23.323 -22.823 2.355  0.08
N3 -21.673 -27.257 -16.382  0.07
O8 -26.510 -17.863 -13.913  -0.20
H37 -19.416 -26.413 -4.232  0.11
H38 -19.170 -26.551 -2.565  0.11
O9 -20.303 -11.176 -11.370  -0.19
C14 -25.167 -27.709 -8.630  -0.09
H39 -22.583 -12.744 -10.706  0.12
H40 -29.835 -30.113 -9.575  0.09
H41 -24.315 -17.890 -13.739  0.08
H42 -27.917 -19.591 -10.386  0.06
H43 -21.943 -9.567 -11.265  0.07
C15 -22.086 -23.534 0.280  -0.17
H44 -20.509 -29.088 -15.888  0.13
H45 -25.907 -17.161 -11.976  0.11
H46 -22.697 -15.058 -7.221  0.11
H47 -22.470 -29.705 -16.990  0.09
C16 -27.831 -17.957 -11.590  -0.46
H48 -21.243 -26.893 -15.544  0.07
H49 -25.104 -16.459 -14.327  0.07
H50 -20.124 -12.726 -10.346  0.13
C17 -23.403 -23.866 2.050  -0.17
C18 -20.685 -11.805 -10.187  -0.29
H51 -21.035 -22.870 -1.523  0.11
C19 -27.604 -28.423 -8.843  -0.23
C20 -23.152 -14.131 -6.873  -0.23
C21 -21.588 -29.444 -17.574  -0.08
H52 -24.617 -16.543 -6.228  0.09
H53 -21.501 -25.690 -1.244  0.10
C22 -20.880 -28.464 -16.702  -0.46
H54 -24.374 -24.146 2.459  0.08
H55 -28.731 -18.134 -12.179  0.12
H56 -18.169 -26.349 -18.380  0.09
O10 -20.731 -19.995 -10.513  -0.39
H57 -20.679 -9.463 -12.514  0.08
H58 -27.162 -16.266 -12.860  0.12
H59 -30.767 -28.502 -9.302  0.09
O11 -19.853 -27.427 -18.528  -0.21
C23 -26.796 -17.259 -12.600  -0.15
H60 -21.777 -28.969 -18.537  0.08
H61 -29.693 -29.151 -8.146  0.07
H62 -26.595 -19.176 -11.171  0.07
H63 -25.841 -25.848 -9.942  0.06
C24 -20.426 -28.552 -3.541  -0.13
N4 -26.736 -26.313 -9.902  0.06
N5 -21.988 -13.014 -8.694  -0.07